1.
The following is a quantum chemistry calculation of a structure of composition C37H55BCoN9O3S3, from the OMol25 dataset.

```
109
Properties=species:S:1:pos:R:3:forces:R:3
Co 0.241292 0.945440 -0.251805 0.1785 0.1068 0.0221
C 2.498970 -1.613556 -2.734922 -0.0003 0.0034 0.0068
C 1.013355 -1.339792 -2.985003 0.0039 0.0018 -0.0106
C 0.526800 -2.023867 -4.259250 -0.0089 0.0025 -0.0066
C 0.213345 -1.774155 -1.791820 0.0047 0.0266 -0.0304
C -0.421728 -3.010119 -1.586765 -0.0096 -0.0086 0.0121
C -0.945123 -2.947167 -0.309173 -0.0091 -0.0216 -0.0155
C -1.815186 -3.917863 0.433125 -0.0167 0.0211 0.0050
C -3.228640 -3.342520 0.572592 0.0036 -0.0020 0.0040
C -1.836898 -5.279107 -0.251329 -0.0049 -0.0050 -0.0073
N -0.621656 -1.748281 0.205382 -0.0067 0.0211 -0.0034
N 0.067370 -1.019550 -0.707092 -0.0216 0.0631 0.0253
B -0.549062 -1.299589 1.688219 0.0143 -0.0313 0.0104
N -1.567924 -0.174880 1.955613 -0.0137 0.0103 -0.0939
N -1.758047 0.796195 1.013627 -0.1009 0.0151 0.0708
C -2.732363 1.581070 1.464989 0.0116 -0.0598 -0.0145
C -3.168955 1.114740 2.719651 -0.0173 0.0582 0.0003
C -2.405740 0.009308 3.000505 0.0496 0.0240 0.0694
C -2.426941 -0.754898 4.295015 -0.0445 -0.0613 -0.0131
C -2.887044 -2.208780 4.169360 -0.0067 -0.0521 0.0271
C -1.099494 -0.627147 5.039877 0.0222 0.0318 0.0010
C -3.309668 2.826986 0.827409 0.0294 -0.0014 0.0812
C -4.838227 2.808234 0.953881 0.0043 -0.0078 0.0188
C -2.942668 3.119286 -0.618275 0.0091 -0.0488 -0.0238
N 0.902394 -0.824744 1.917187 -0.0029 -0.0026 -0.0100
N 1.267114 0.363901 1.367241 -0.0407 0.0283 0.0805
C 2.545515 0.571987 1.656483 0.0681 -0.0479 -0.0407
C 3.034393 -0.533384 2.370725 -0.0193 0.0395 0.0775
C 1.973077 -1.405949 2.501259 0.0152 -0.0100 -0.0518
C 2.081442 -2.827294 2.995313 0.0060 -0.0082 -0.0161
C 1.285514 -3.193622 4.246927 -0.0128 -0.0042 -0.0006
C 1.809503 -3.821393 1.862246 -0.0106 -0.0056 0.0039
C 3.296255 1.803941 1.257107 -0.0059 -0.0264 -0.0241
C 3.588301 2.659680 2.490474 0.0140 -0.0096 -0.0249
C 4.578235 1.439942 0.512591 0.0303 0.0055 -0.0152
H 3.096836 -1.270672 -3.583016 -0.0049 -0.0032 0.0042
H 2.674108 -2.684881 -2.596902 -0.0005 -0.0009 -0.0014
H 2.833699 -1.076898 -1.847626 0.0007 -0.0007 -0.0054
H 0.894676 -0.265617 -3.106204 -0.0059 -0.0081 0.0121
H 0.688205 -3.104812 -4.216879 0.0005 0.0023 -0.0015
H 1.072105 -1.638832 -5.122899 0.0002 -0.0031 0.0042
H -0.538024 -1.842716 -4.420634 -0.0023 0.0040 -0.0007
H -0.501794 -3.825312 -2.285006 -0.0022 0.0059 0.0029
H -1.408033 -4.043745 1.441469 0.0023 -0.0115 -0.0070
H -3.674653 -3.203822 -0.415656 0.0041 0.0003 0.0019
H -3.208416 -2.371183 1.069461 -0.0055 -0.0040 -0.0036
H -3.866245 -4.016034 1.150906 0.0045 0.0009 -0.0016
H -2.265487 -5.201001 -1.253413 0.0031 0.0027 0.0036
H -2.447873 -5.981114 0.319107 0.0036 0.0021 0.0009
H -0.831422 -5.692863 -0.344273 -0.0022 -0.0026 0.0009
H -0.773197 -2.235049 2.397003 0.0367 0.0300 -0.0492
H -3.920855 1.546777 3.359864 0.0139 -0.0324 0.0031
H -3.183890 -0.239881 4.894750 -0.0065 0.0127 -0.0176
H -2.181054 -2.810661 3.596165 -0.0663 0.0293 0.0529
H -3.857835 -2.263993 3.673554 0.0024 -0.0078 -0.0018
H -2.983207 -2.656011 5.162130 -0.0091 -0.0019 0.0002
H -0.308143 -1.158384 4.518670 0.0246 0.0290 -0.0314
H -1.181647 -1.036698 6.049992 0.0080 -0.0265 -0.0073
H -0.800109 0.419557 5.111065 -0.0159 -0.0016 0.0229
H -2.939403 3.659767 1.437425 0.0374 0.0088 -0.0280
H -5.246021 1.974414 0.375488 -0.0075 0.0049 0.0096
H -5.258417 3.735127 0.557040 0.0015 0.0003 -0.0016
H -5.174236 2.696276 1.984976 -0.0100 0.0273 -0.0284
H -3.473297 2.442030 -1.289466 0.0201 -0.0096 0.0062
H -1.878022 3.025757 -0.796674 0.0883 0.0249 0.0086
H -3.251494 4.137850 -0.866414 0.0249 -0.0053 -0.0020
H 4.040511 -0.693336 2.722821 -0.0048 0.0049 0.0062
H 3.139066 -2.923285 3.258645 0.0043 0.0105 0.0103
H 0.216687 -3.255015 4.040079 0.0023 0.0157 0.0103
H 1.440722 -2.468026 5.045955 0.0048 -0.0037 0.0006
H 1.610196 -4.172025 4.610002 -0.0091 -0.0027 -0.0091
H 0.760003 -3.798418 1.569171 0.0222 -0.0053 0.0063
H 2.051063 -4.838481 2.181861 0.0040 0.0023 -0.0001
H 2.404342 -3.581378 0.979800 -0.0029 0.0050 -0.0012
H 2.662460 2.372690 0.583909 -0.0088 0.0065 -0.0162
H 4.219355 2.118881 3.204251 -0.0160 0.0177 -0.0026
H 2.661677 2.948159 2.986391 -0.0177 -0.0051 0.0283
H 4.098454 3.578652 2.196642 0.0080 -0.0044 -0.0065
H 5.251042 0.842586 1.136459 -0.0022 -0.0066 0.0107
H 5.105528 2.349907 0.218893 -0.0085 -0.0123 -0.0025
H 4.343869 0.881331 -0.394476 -0.0020 0.0143 0.0143
O 3.229755 3.880992 -1.203463 0.0716 -0.0337 -0.0911
C 3.296828 3.883497 -2.557539 0.0056 -0.0289 0.0696
C 4.118708 4.751717 -3.266917 0.0091 0.0016 -0.0251
C 4.154841 4.697599 -4.653607 0.0068 0.0139 0.0161
C 3.372302 3.780983 -5.338439 -0.0087 -0.0149 0.0018
C 2.540833 2.927236 -4.623105 -0.0154 0.0085 -0.0233
C 2.494889 2.962639 -3.238229 -0.0104 0.0367 0.0320
C 1.563966 2.076256 -2.464312 0.0630 -0.0377 -0.0030
O 2.013827 1.335120 -1.555478 -0.0103 -0.0045 -0.0008
N 0.302524 2.163637 -2.859489 -0.0371 -0.0867 0.0024
N -0.509319 1.356934 -2.060418 -0.0155 0.0628 -0.0707
C -1.535882 0.919684 -2.672276 -0.0598 0.1144 0.0175
S -1.811980 1.362455 -4.361430 -0.0075 0.0421 0.0277
C -3.319167 0.364455 -4.527578 0.0256 -0.0533 -0.0168
C -4.002502 0.303696 -3.175294 0.0169 -0.0314 -0.0102
S -2.746087 -0.128646 -1.948910 0.0392 -0.0567 0.0063
H 3.384913 4.751252 -0.819387 -0.1044 0.0187 0.0217
H 4.730598 5.464233 -2.725026 -0.0048 -0.0029 0.0045
H 4.800969 5.376892 -5.196763 -0.0017 -0.0001 0.0001
H 3.398060 3.738366 -6.419903 -0.0008 -0.0019 0.0029
H 1.891337 2.229161 -5.137445 0.0044 0.0031 0.0010
H -3.059872 -0.639140 -4.867909 -0.0072 -0.0042 -0.0031
H -3.952174 0.841008 -5.277224 0.0026 0.0072 0.0029
H -4.773530 -0.466733 -3.139714 -0.0007 0.0012 -0.0086
H -4.448150 1.267475 -2.922000 -0.0036 -0.0034 -0.0041
O 1.659295 4.944950 0.913983 0.0180 0.0443 0.0171
S 0.395650 4.273436 0.536133 0.0590 -0.1092 0.0206
N 0.330026 2.848178 0.245974 -0.2572 -0.0327 -0.0955
```
Forces are in eV/Å.

## Properties
2S+1: 2
Net charge: -1
Energy, eV: -129630.962
HOMO-LUMO gap (alpha / beta), hartree: 0.26239 / 0.26050

Atomic partial charges in e from the Mulliken method, atoms 1 to 99: -0.42 -1.65 2.51 -1.88 -0.11 -1.42 -0.08 1.75 -1.11 -2.02 0.80 -0.29 0.93 0.71 0.34 -0.19 -1.31 -0.24 0.28 -1.30 -1.20 0.90 -1.52 -0.36 0.90 0.42 -0.90 -1.17 0.20 0.42 -1.52 -1.54 2.89 -1.79 -1.59 0.38 0.32 0.24 -0.89 0.32 0.41 0.33 0.54 -0.21 0.29 0.08 0.33 0.32 0.45 0.36 -0.67 0.42 0.45 -0.04 0.39 0.49 0.01 0.43 0.37 0.27 0.29 0.42 0.37 -0.49 -0.16 0.56 0.49 0.52 0.13 0.35 0.54 0.35 0.57 0.29 -1.23 0.32 0.42 0.41 0.38 0.39 0.22 -0.07 0.50 -0.75 -0.47 -0.86 -0.52 -0.74 0.72 0.01 -1.35 1.39 0.22 -0.17 -0.59 -0.63 0.10 0.19 0.41

---

2.
The following is a quantum chemistry calculation of a cluster of 15 separate species, C15H60N30O15 in total in a non-equilibrium geometry, from the OMol25 dataset.

```
120
Properties=species:S:1:pos:R:3:forces:R:3
C -3.252227 1.840048 2.979432 -1.4312 -1.8613 0.1727
O -2.831092 2.819050 3.478787 1.6133 4.1355 2.1491
N -2.672775 1.159798 2.045188 2.7829 -1.4521 -3.4970
N -4.328126 1.181733 3.320190 -3.3428 -0.1993 2.0744
H -3.318129 0.574653 1.534082 0.7648 -0.2008 -0.6674
H -1.794224 1.496641 1.678054 -0.5324 -0.0405 -0.8408
H -4.819477 1.556787 4.118937 -0.3333 -0.4873 -0.3702
H -4.548055 0.336096 2.813607 -0.5026 0.1027 0.6495
C 0.550756 1.037680 3.834556 0.3843 -2.0792 3.0400
O 0.103299 0.028642 4.424962 -0.5031 -0.1032 -1.0428
N -0.135904 2.036769 3.399631 -2.5094 1.2726 -1.6044
N 1.830436 1.272063 3.860893 4.3547 0.2048 -0.1594
H 0.328882 2.800517 2.929789 -0.3269 -0.0419 0.2393
H -1.126324 1.855471 3.320191 0.2267 0.9476 0.3139
H 2.174501 2.200016 3.659334 0.1032 -0.0796 -0.3267
H 2.476217 0.665290 4.345555 -0.5740 -0.0060 -0.0410
C 1.829305 -3.209081 1.449481 1.0977 1.8289 0.4236
O 1.123942 -2.954189 0.499910 -0.8689 0.9773 -1.8538
N 2.590000 -2.382677 2.187503 -0.2396 2.2077 -0.2171
N 1.961287 -4.397248 1.918319 0.0604 -4.7988 1.4799
H 2.484374 -1.391725 2.023295 0.3864 0.0221 0.2877
H 3.215993 -2.751084 2.889290 -0.0952 0.4771 -0.3669
H 2.112633 -4.414955 2.916755 -0.0258 -0.9435 -0.3200
H 1.512057 -5.157287 1.427795 -0.1351 0.0591 0.5162
C -2.827048 5.165265 0.540000 -1.4102 -1.5070 3.0797
O -3.660324 5.536155 1.336000 -1.3915 1.5527 0.2710
N -2.170338 5.752264 -0.367505 2.4344 4.6322 -4.6372
N -2.387668 3.923507 0.610969 0.5518 -4.4889 1.6079
H -2.388748 6.658477 -0.756337 -0.1637 -0.2112 0.3958
H -1.468121 5.203603 -0.842856 0.0137 0.2841 -0.5259
H -2.599968 3.509566 1.507457 -0.0367 -0.0532 -0.0924
H -1.558312 3.556233 0.166697 -0.2206 0.2268 -0.3346
C -1.502092 -5.909725 2.314847 0.5114 1.5885 -0.7750
O -1.977299 -6.868310 1.834193 -1.9167 -3.3728 -2.4837
N -0.990147 -5.904429 3.510490 1.4193 0.1542 5.1167
N -1.314802 -4.732532 1.719228 -0.5505 1.2948 -2.1197
H -1.272902 -6.679097 4.093623 0.0278 -0.0107 -0.0804
H -1.146693 -5.007829 3.948323 0.3742 -0.1535 0.4002
H -0.997038 -3.900477 2.195473 -0.0496 -0.1442 -0.3754
H -1.648331 -4.720358 0.765964 0.2035 0.6545 0.1959
C -2.155427 -0.223488 -3.291786 4.0679 -1.7734 -1.6397
O -0.978321 -0.657364 -3.391558 -1.7440 -0.0453 0.4817
N -2.625628 0.432932 -2.296485 -1.4529 2.2675 4.3033
N -3.042090 -0.367552 -4.248928 -1.1477 -1.0191 -3.0093
H -3.450467 0.999765 -2.432297 0.1049 -0.2690 0.5237
H -2.357717 0.179522 -1.356222 0.1698 0.6285 -0.1182
H -3.923739 0.125099 -4.258162 0.2719 -0.4202 -0.1973
H -2.695793 -0.905401 -5.030532 -0.4660 0.5283 -0.2442
C -0.113949 3.599729 -2.748378 -1.4075 -0.6624 4.4601
O -0.249677 4.313282 -1.760769 -0.2155 1.4806 2.4435
N 0.195199 4.122999 -3.845509 2.0139 3.7017 -6.1923
N -0.247185 2.318114 -2.737905 0.2845 -2.7403 -1.1113
H 0.228770 3.648499 -4.736478 -0.0285 -0.3119 0.1482
H 0.390770 5.113582 -3.820834 -0.1112 -0.2921 -0.1201
H 0.162422 1.958401 -3.588161 -1.2796 -0.9369 0.2535
H -0.596974 1.734731 -1.991302 0.2526 0.4576 0.2516
C -4.551183 -1.674323 0.595954 -0.7238 -3.0037 -3.0047
O -4.703457 -0.605829 0.996276 -2.3085 8.5380 0.9062
N -3.902186 -2.470012 1.299898 4.1836 -6.2257 4.2466
N -4.943797 -2.280066 -0.522891 -1.7210 0.1445 -2.9853
H -3.557307 -2.157656 2.196338 0.2010 0.0065 0.3512
H -3.971853 -3.459749 1.111069 0.3308 0.1670 0.4342
H -4.544133 -3.181813 -0.740181 -0.4032 0.4818 -0.3089
H -5.560426 -1.804493 -1.166091 0.2923 -0.2981 0.0154
C 3.408566 2.811495 -1.973453 1.6734 -3.1994 0.9444
O 3.162141 1.661073 -1.662454 -0.9645 -1.9907 -0.3382
N 2.778892 3.794438 -1.499125 -3.9214 4.3444 2.3556
N 4.455190 3.170065 -2.651524 3.5116 1.1360 -2.6941
H 1.991587 3.585932 -0.901810 0.0126 0.2619 -0.0168
H 3.083414 4.755198 -1.564712 -0.2752 -0.3383 -0.1465
H 5.110231 2.509966 -3.045603 -0.2139 0.1512 0.3617
H 4.731487 4.127629 -2.487737 0.4972 -0.3992 -0.6393
C 2.227339 4.491432 1.708653 -1.7412 -0.1741 1.9473
O 2.465722 3.786447 2.692826 0.6418 0.0614 -0.8899
N 2.761690 5.704197 1.492881 1.8510 1.1927 -0.0161
N 1.203628 4.305668 0.859285 -0.0401 -0.1638 -0.3797
H 2.299569 6.370986 0.891258 0.4192 -0.0875 0.3001
H 3.582946 5.978059 2.013104 -0.3559 0.0392 -0.0835
H 0.534945 3.556119 0.964786 -0.0455 0.2455 -0.3267
H 1.072682 5.127398 0.286827 -1.1855 -0.9244 -0.4123
C 2.090696 -3.363803 -3.810183 2.2298 6.1324 -2.0134
O 2.445117 -2.149949 -3.751991 -0.1728 -1.2567 -0.4010
N 1.718708 -3.948098 -2.755989 -1.5426 -2.7760 4.0524
N 2.118657 -4.042848 -4.929921 -0.0271 -1.5812 -2.4191
H 1.700028 -4.957920 -2.759381 -0.4881 0.2845 0.7038
H 1.400700 -3.318310 -2.033256 -0.0322 -0.7136 0.5306
H 2.400392 -3.531077 -5.753822 -0.1424 -0.2621 0.1204
H 1.441943 -4.787441 -5.017883 0.2599 0.0852 -0.3943
C -2.162946 -2.378634 4.299124 2.1283 3.9167 -1.0936
O -2.732336 -1.528099 3.619876 -0.2649 0.0328 -0.4552
N -2.778468 -3.315655 4.909561 -4.1394 -3.9024 1.8134
N -0.869962 -2.351867 4.597682 1.3806 -1.5074 -0.3755
H -3.775130 -3.152710 4.924561 0.0022 -0.6607 0.2016
H -2.362638 -4.009439 5.514405 -0.2783 0.4910 0.0293
H -0.249527 -1.642271 4.234879 0.2719 0.6146 0.1810
H -0.572373 -3.204457 5.050049 0.7877 0.6780 0.1136
C 1.069053 0.730306 -5.091127 0.6437 2.2323 0.8596
O 0.276792 1.573774 -5.476666 -1.3722 1.4846 0.0359
N 1.233213 -0.377792 -5.711728 0.5130 -3.4601 -2.2277
N 1.921534 0.910975 -4.069103 1.0535 0.4295 0.9304
H 0.522546 -0.630140 -6.383572 0.4817 -0.1581 0.1671
H 1.963314 -0.979819 -5.358739 -0.5750 -0.6686 -0.1738
H 1.893994 1.728467 -3.476616 0.1334 -0.3989 -0.3250
H 2.643269 0.235288 -3.862604 -0.3102 0.0345 0.2217
C -0.178208 0.234357 0.042512 -0.2456 1.5249 1.4938
O -0.566039 1.393118 -0.146047 -1.0447 0.3766 0.3870
N 0.802588 -0.294029 -0.568500 4.2365 -1.2191 -4.1030
N -0.538978 -0.595550 0.995037 -3.0503 -1.5664 3.6028
H 1.003985 -1.275996 -0.444939 0.0946 0.1494 -0.0520
H 1.226508 0.191691 -1.345973 -0.0205 0.0360 -0.0309
H -1.272473 -0.412335 1.664753 -0.0709 0.3980 -0.0881
H -0.083579 -1.474354 1.196056 0.2097 0.2959 -0.7009
C 4.834766 -1.606310 -0.465568 0.7650 -0.2926 1.7396
O 5.674329 -1.002277 0.160695 0.8313 0.5300 0.6329
N 4.705440 -2.939036 -0.473211 1.0457 -3.1252 0.3575
N 3.824557 -1.120164 -1.114710 -2.7557 2.1025 -2.0698
H 4.078036 -3.353661 -1.147418 0.3398 -0.3962 0.5529
H 5.232980 -3.487909 0.190516 0.0337 -0.0081 -0.6123
H 3.260066 -1.820674 -1.573766 -0.4345 0.9618 -0.1473
H 3.426041 -0.225682 -0.867364 0.3483 0.2155 -0.5797
```
Forces are in eV/Å.

## Properties
Relative energy (zero: lowest compared OMol25 entry of this formula, charge and spin), kJ/mol: 814.8
2S+1: 1
Net charge: 0
Energy, eV: -91954.108
HOMO-LUMO gap, hartree: 0.29469

Atomic partial charges in e from the Mulliken method, atoms 1 to 99: 0.36 -0.62 0.18 -0.35 0.38 -0.53 0.25 0.14 0.60 -0.93 -0.07 -0.28 -0.13 0.19 0.25 0.25 0.57 -0.69 -0.34 -0.37 0.11 0.20 0.16 0.27 0.38 -0.76 -0.27 -0.33 0.22 0.43 0.23 0.12 0.56 -0.66 -0.42 0.23 0.28 0.09 -0.24 0.11 0.43 -0.47 0.06 -0.39 0.19 -0.29 0.14 0.27 0.44 -0.81 -0.28 0.75 0.21 0.27 -0.61 -0.21 0.56 -0.80 -0.07 -0.45 0.09 0.22 0.12 0.23 0.56 -0.68 0.08 -0.40 -0.31 0.21 0.29 0.12 0.64 -0.79 -0.41 -0.28 0.17 0.23 -0.16 0.27 0.73 -0.68 -0.27 -0.51 0.20 0.06 0.26 0.19 0.20 -0.61 -0.29 -0.04 0.26 0.19 0.13 0.25 0.31 -0.75 -0.33